82
Properties=species:S:1:pos:R:3:mulliken_charge:R:1 method="wB97M-V/def2-TZVPD" homo_energy_ev=-13.345 max_force_ev_per_a=2.45 total_charge=+2 homo_lumo_gap_ev=5.88
Hf -0.3523 0.3989 1.8400 0.86
C -0.5846 2.9132 2.1519 0.59
C -1.8230 2.6305 1.4978 0.81
C -1.7759 1.4046 3.4671 0.51
C -0.5481 2.1794 3.3827 0.17
C -2.5462 1.6899 2.2926 0.81
C 0.4455 3.9022 1.7351 -1.62
H 0.3256 4.1903 0.6872 0.34
H 1.4582 3.4972 1.8582 0.33
H 0.3838 4.8135 2.3493 0.36
C 0.5931 2.2187 4.3386 -0.85
H 1.4700 2.6836 3.8714 0.30
H 0.8804 1.2121 4.6514 0.06
H 0.3570 2.7885 5.2469 0.37
C -2.2341 0.4981 4.5568 -0.98
H -2.5961 1.0610 5.4300 0.35
H -1.4296 -0.1578 4.9013 0.09
H -3.0556 -0.1399 4.2060 0.32
C -3.9389 1.2247 2.0591 -1.55
H -4.6519 1.7892 2.6795 0.37
H -4.0575 0.1649 2.3130 0.34
H -4.2341 1.3527 1.0139 0.35
C -2.3650 3.3289 0.3062 -1.68
H -3.0373 4.1537 0.5988 0.31
H -2.9448 2.6422 -0.3247 0.39
H -1.5620 3.7561 -0.3052 0.39
C 2.9555 -0.4258 -4.9273 -0.26
C 2.5772 0.8376 -5.1875 -0.60
C 1.6230 1.2799 -6.2587 -0.58
C 0.6218 0.2207 -6.7672 -0.99
C -0.2536 -0.3878 -5.7064 -0.21
C -0.0016 -1.4410 -4.9237 -0.56
C 1.2206 -2.3129 -4.9595 -0.38
C 2.4834 -1.6873 -5.5897 -1.00
H 2.1931 1.6456 -7.1305 0.35
H 1.1490 -0.5226 -7.3737 0.35
H 1.0550 2.1490 -5.8923 0.30
H 2.3438 -1.5872 -6.6707 0.35
H 3.7488 -0.5934 -4.1898 0.43
H 3.0765 1.6584 -4.6596 0.56
H 3.2917 -2.4230 -5.4575 0.43
H 1.4615 -2.6374 -3.9344 0.18
H -0.7902 -1.7958 -4.2442 0.52
H 0.9919 -3.2365 -5.5191 0.40
H -0.0562 0.7456 -7.4573 0.41
H -1.2377 0.0962 -5.6370 0.37
P 0.8950 0.6709 -0.4388 0.95
P -1.6644 -1.2134 0.3263 0.94
C 0.5233 -0.8302 -1.4761 -0.38
C -0.3163 -1.9023 -0.7425 -1.03
H 1.4932 -1.2443 -1.7998 0.57
H 0.0118 -0.5077 -2.3984 -0.08
H -0.7877 -2.5988 -1.4537 0.64
H 0.3357 -2.5035 -0.0889 0.18
C -2.3254 -2.6010 1.2990 -1.13
H -3.2027 -2.2545 1.8661 0.37
H -1.5811 -2.9385 2.0365 0.23
H -2.6246 -3.4621 0.6861 0.48
C -2.9705 -0.8270 -0.8849 -1.49
H -3.1075 -1.6499 -1.6067 0.48
H -2.7176 0.0859 -1.4443 0.32
H -3.9269 -0.6445 -0.3721 0.42
C 2.6663 0.5540 -0.0316 -1.43
H 2.9252 1.3961 0.6257 0.41
H 3.3295 0.5807 -0.9048 0.45
H 2.8706 -0.3618 0.5379 0.45
C 0.7856 2.0680 -1.5981 -1.13
H -0.2653 2.2929 -1.8310 0.34
H 1.3155 1.8828 -2.5479 0.23
H 1.2111 2.9684 -1.1313 0.42
F 2.3895 -4.6013 6.6729 -0.25
C 1.8797 -3.6932 5.8191 0.58
C 1.8256 -3.9306 4.4490 0.04
F 2.2755 -5.1202 3.9989 -0.27
C 1.3392 -2.9864 3.5612 -0.18
F 1.2603 -3.3030 2.2354 -0.29
C 0.8985 -1.7196 3.9899 0.38
O 0.4638 -0.8039 3.1058 -0.67
C 0.9140 -1.5256 5.3889 -0.07
F 0.4189 -0.3806 5.9655 -0.38
C 1.4018 -2.4677 6.2734 0.28
F 1.4300 -2.2069 7.5945 -0.25

=====

82
Properties=species:S:1:pos:R:3:mulliken_charge:R:1 method="wB97M-V/def2-TZVPD" homo_energy_ev="-9.227 / -9.219" max_force_ev_per_a=6.20 total_charge=+1 homo_lumo_gap_ev="2.79 / 2.79"
In 1.0626 0.9911 0.1307 0.90
C -2.2482 -1.3714 2.9746 0.62
C -3.3799 -1.1812 2.1197 0.05
C -2.1685 -2.9785 1.3382 0.06
C -1.5228 -2.5022 2.5020 1.09
C -3.3182 -2.1696 1.1098 1.20
C -1.8472 -0.5351 4.1241 -1.10
H -2.6544 0.1579 4.4113 0.47
H -0.9471 0.0622 3.8900 0.10
H -1.5974 -1.1586 4.9995 0.43
C -0.2941 -3.0626 3.0940 -1.10
H -0.2887 -2.9069 4.1810 0.41
H 0.6006 -2.6041 2.6501 -0.01
H -0.2424 -4.1414 2.9071 0.44
C -1.6754 -4.0974 0.5060 -1.34
H -1.3598 -4.9493 1.1374 0.39
H -0.7918 -3.7962 -0.0945 0.13
H -2.4653 -4.4409 -0.1828 0.42
C -4.2655 -2.3482 -0.0038 -1.42
H -4.8278 -3.2872 0.0870 0.39
H -3.7507 -2.3827 -0.9722 0.29
H -4.9968 -1.5338 -0.0303 0.39
C -4.4329 -0.1570 2.2791 -1.88
H -5.2741 -0.5482 2.8624 0.34
H -4.8263 0.1486 1.3077 0.47
H -4.0572 0.7207 2.8112 0.39
C 2.1061 3.5538 -0.2039 -1.16
C 1.4837 4.0683 1.0278 0.82
C 0.0544 4.7123 0.8772 -1.27
C -0.9761 3.6020 0.8553 -1.18
C -0.6370 2.3080 0.0744 -0.71
C -0.3239 2.3965 -1.5109 0.61
C 0.1329 3.8519 -1.7783 -1.70
C 1.6637 3.9792 -1.5155 -1.04
H -0.0405 5.3392 0.0064 0.50
H -1.9447 3.9016 0.4290 0.46
H -0.1233 5.4458 1.6691 0.47
H 2.0786 4.9790 -1.7252 0.46
H 3.1900 3.4816 -0.0809 0.28
H 2.1086 4.7272 1.7118 0.67
H 2.1327 3.3753 -2.2597 0.40
H -0.0895 4.1490 -2.8297 0.48
H -1.3452 2.2617 -1.9107 0.57
H -0.4225 4.5915 -1.2278 0.65
H -1.1900 3.2591 1.8562 0.31
H -1.4528 1.5751 0.2454 1.03
P 1.5368 2.5721 2.0048 0.54
P -0.8047 -1.2001 -3.4387 0.57
C 0.6498 1.5438 -2.5848 -1.16
C 0.5195 0.2077 -3.3416 -1.13
H 1.6542 1.4854 -2.0929 0.34
H 0.9717 2.2663 -3.4131 0.42
H 0.7444 0.3352 -4.3860 0.51
H 1.2893 -0.4515 -2.8952 -0.27
C 0.1887 -2.4021 -4.3861 -1.20
H -0.2758 -3.3896 -4.3349 0.39
H 1.1857 -2.5242 -3.9461 0.30
H 0.3045 -2.1156 -5.4360 0.38
C -2.0650 -0.6650 -4.6947 -1.13
H -1.7094 -0.7511 -5.7323 0.36
H -2.4491 0.3538 -4.4759 0.34
H -2.8814 -1.3971 -4.5031 0.33
C 3.1633 1.9342 2.0843 -1.33
H 3.4121 2.3594 3.0722 0.45
H 3.8666 2.2848 1.3157 0.31
H 3.1442 0.8434 2.0591 0.40
C 0.6154 2.5504 3.4606 -1.12
H 0.2480 1.5261 3.6002 -0.30
H -0.1986 3.2748 3.5269 0.53
H 1.4118 2.8137 4.1696 0.49
F 4.9247 -4.4727 -2.5586 -0.32
C 4.1468 -3.7712 -1.7274 0.70
C 4.0587 -2.3892 -1.7872 0.06
F 4.6740 -1.7614 -2.7906 -0.34
C 3.3428 -1.7048 -0.8423 0.03
F 3.4175 -0.3549 -0.8596 -0.42
C 2.6150 -2.3293 0.2035 0.92
O 1.9772 -1.6641 1.0736 -0.63
C 2.6641 -3.7717 0.1740 -0.19
F 1.9660 -4.4615 1.1116 -0.38
C 3.4239 -4.4546 -0.7519 0.08
F 3.4315 -5.8058 -0.7261 -0.30

=====

81
Properties=species:S:1:pos:R:3:mulliken_charge:R:1 method="wB97M-V/def2-TZVPD" homo_energy_ev="-9.498 / -9.478" max_force_ev_per_a=3.59 total_charge=+1 homo_lumo_gap_ev="7.09 / 5.08"
Lu -0.5509 0.3414 0.4865 0.46
C -0.6804 -2.1482 2.3751 0.28
C 0.6814 -2.2652 1.9140 1.29
C 0.6941 -0.9975 3.8374 0.59
C -0.6531 -1.3844 3.5727 1.06
C 1.5112 -1.5054 2.7994 0.88
C -1.8050 -3.0450 1.9953 -1.90
H -1.6795 -3.4658 0.9923 0.26
H -2.7576 -2.5042 2.0305 0.42
H -1.8604 -3.8749 2.7204 0.37
C -1.7835 -1.2146 4.5177 -1.53
H -2.7236 -1.5789 4.0803 0.40
H -1.9015 -0.1574 4.8240 0.17
H -1.5729 -1.8039 5.4355 0.36
C 1.2066 -0.4335 5.0990 -1.84
H 1.3283 -1.2581 5.8326 0.34
H 0.5054 0.3012 5.5207 0.38
H 2.1893 0.0412 4.9452 0.36
C 2.9888 -1.4875 2.8213 -1.82
H 3.3618 -2.1032 3.6594 0.45
H 3.3722 -0.4690 2.9727 0.35
H 3.4223 -1.8773 1.8948 0.30
C 1.2235 -3.3657 1.0781 -1.80
H 1.7034 -4.1363 1.7263 0.35
H 1.9991 -3.0006 0.3768 0.28
H 0.4370 -3.8651 0.4875 0.45
C -1.6384 0.6797 -3.7148 -0.75
C -1.6326 -0.7849 -3.5177 0.10
C -0.8873 -1.5436 -4.6973 -1.65
C 0.5469 -1.1621 -5.0678 -0.94
C 1.2899 -0.5543 -3.9059 -0.14
C 1.4606 0.7763 -3.7812 -0.94
C 0.5890 1.7900 -4.4437 -0.95
C -0.9122 1.3808 -4.7824 -1.51
H -1.5188 -1.3166 -5.5710 0.55
H 0.5450 -0.4374 -5.9134 0.36
H -0.9517 -2.6329 -4.5563 0.64
H -0.9024 0.8256 -5.7441 0.33
H -2.3893 1.2785 -3.1630 0.68
H -2.6320 -1.3017 -3.5748 0.55
H -1.4348 2.3441 -4.9603 0.43
H 0.5726 2.6807 -3.7966 0.30
H 2.3057 1.1582 -3.2005 1.28
H 1.0405 2.0944 -5.3985 0.53
H 1.0702 -2.0772 -5.4249 0.41
H 1.8185 -1.2848 -3.2590 0.47
P -1.4127 -1.0160 -1.7675 1.39
P 2.2464 0.9123 0.4350 1.03
C -0.1027 1.0350 -1.4697 0.76
C 1.0643 1.7976 -0.8766 -1.88
H -0.8610 1.7451 -1.8546 0.48
H 0.2819 0.3686 -2.2533 -1.43
H 1.7741 1.9774 -1.6923 0.78
H 0.7088 2.7537 -0.4482 0.53
C 2.9279 2.4448 1.1365 -1.43
H 3.6122 2.1585 1.9377 0.44
H 2.1129 3.0218 1.5815 0.35
H 3.4468 3.0654 0.4068 0.41
C 3.6000 0.0942 -0.5245 -1.33
H 4.0371 0.7181 -1.3177 0.48
H 3.2343 -0.8458 -0.9684 0.22
H 4.3891 -0.1713 0.1994 0.45
C -3.0986 -0.4490 -1.1389 -1.33
H -3.5256 -1.1677 -0.4118 0.32
H -3.7448 -0.3837 -2.0376 0.56
H -3.0857 0.5783 -0.6939 0.39
C -0.5214 -2.6200 -1.8102 -0.60
H 0.5017 -2.5085 -1.3691 -0.34
H -0.3609 -2.8766 -2.8731 0.37
H -1.1106 -3.4005 -1.2969 0.48
F -0.6454 1.7298 4.5603 -0.23
C -1.2477 2.4235 3.5570 -0.27
C -1.1647 1.9902 2.2352 0.27
C -1.7911 2.8578 1.3504 0.20
F -1.8908 2.4606 -0.0052 -0.17
C -2.3653 4.0876 1.6642 -0.28
F -2.8090 4.8836 0.6672 -0.29
C -2.4218 4.4727 3.0050 0.83
F -2.9632 5.6605 3.3537 -0.27
C -1.8799 3.6077 3.9465 -0.27
F -1.9300 3.9394 5.2509 -0.30

=====

So what do the calculations give for DFT total energy? Going down the list: -67313.1502, -71175.2743, -97578.4185 eV.